(1)
DFT (ωB97M-V/def2-TZVPD) results for C22H26N2O3 in the gas phase.

The value obtained for the energy relative to the best compared isomer or geometry (same formula, charge and spin) is 38.2 kcal/mol. The spin multiplicity is 1. The SMILES is Cc1ccc(NC(=O)CN2CCc3cc4c(cc3C2)OCCCO4)cc1C.

Element x y z (Å)
1 C 3.899 2.229 0.816
2 C 3.081 1.617 -1.930
3 H -1.717 1.464 -1.530
4 H -0.989 -1.616 2.528
5 C 2.058 1.804 -0.852
6 C 0.385 -1.667 -0.546
7 H -4.842 1.699 -0.019
8 C -3.213 -0.851 -1.480
9 H -4.957 -1.830 0.133
10 C 2.591 -1.387 1.282
11 N -4.225 -0.129 -0.736
12 H -0.667 -1.321 -2.350
13 C 0.124 2.106 1.142
14 C -2.722 1.686 0.216
15 H -2.946 -0.280 -2.375
16 C 0.711 1.687 -1.145
17 C -0.759 -1.379 -1.275
18 C -3.397 -1.082 1.434
19 H -3.611 -1.940 2.076
20 C -1.987 -1.183 -0.664
21 C -3.986 1.292 -0.563
22 H 2.407 -0.413 0.813
23 H 2.601 1.445 -2.890
24 O 1.538 -1.876 -1.270
25 H 1.841 -3.679 -0.321
26 H 4.018 2.397 1.883
27 H -3.286 -0.212 2.085
28 O 1.360 -1.948 1.692
29 N -1.602 1.700 -0.554
30 C 1.469 2.226 1.435
31 H -0.619 2.218 1.912
32 H 4.338 3.073 0.283
33 H 3.163 -1.230 2.200
34 H 1.764 2.436 2.453
35 H 3.819 -3.124 0.853
36 C -0.265 1.837 -0.164
37 C -2.091 -1.300 0.719
38 O -2.752 1.963 1.397
39 H 0.410 1.468 -2.161
40 H -3.677 -1.785 -1.824
41 H 4.460 1.337 0.541
42 H -5.376 -0.331 0.974
43 C -4.569 -0.862 0.466
44 C -0.943 -1.557 1.452
45 H 3.722 2.495 -2.011
46 C 2.449 2.084 0.463
47 H 4.159 -1.700 -0.146
48 C 3.368 -2.289 0.319
49 C 0.296 -1.728 0.850
50 C 2.419 -2.849 -0.745
51 H 3.716 0.760 -1.708
52 H -3.959 1.747 -1.559
53 H 2.988 -3.223 -1.601

Atoms 1-6, force components in eV/Å:
C -0.1 0.0 0.0
C 0.0 0.0 0.0
H -0.1 0.0 0.2
H 0.0 0.0 0.2
C -0.1 0.0 0.1
C 0.0 -0.1 -0.1

The net atomic charges from Löwdin, expressed in e, are:
1 C -0.047
2 C -0.036
3 H 0.131
4 H 0.136
5 C -0.242
6 C -0.204
7 H 0.130
8 C -0.135
9 H 0.122
10 C -0.172
11 N -0.161
12 H 0.131
13 C 0.000
14 C -0.443
15 H 0.123
16 C 0.011
17 C 0.034
18 C -0.112
19 H 0.121
20 C -0.173
21 C -0.090
22 H 0.109
23 H 0.078
24 O -0.042
25 H 0.136
26 H 0.077
27 H 0.105
28 O -0.031
29 N 0.140
30 C -0.035
31 H 0.102
32 H 0.083
33 H 0.132
34 H 0.113
35 H 0.115
36 C -0.212
37 C -0.168
38 O 0.066
39 H 0.119
40 H 0.132
41 H 0.074
42 H 0.123
43 C -0.166
44 C 0.064
45 H 0.083
46 C -0.269
47 H 0.109
48 C -0.120
49 C -0.193
50 C -0.177
51 H 0.078
52 H 0.125
53 H 0.127


(2)
DFT (ωB97M-V/def2-TZVPD) results for 2 unconnected molecules or ions with the total composition C3H10NO2.

The value obtained for the energy relative to the best compared isomer or geometry (same formula, charge and spin) is 45.3 kcal/mol. Its total charge is +1. The spin multiplicity is 1.

Element x y z (Å)
1 H 1.691 2.183 0.041
2 H -1.531 -1.208 2.784
3 C -0.433 -0.383 1.092
4 C -1.311 -1.441 1.739
5 H 0.595 -0.109 -2.447
6 O 1.423 2.388 -0.881
7 H 1.551 -0.543 -1.255
8 H -0.741 0.689 1.213
9 C -0.501 -0.612 -0.429
10 H -1.496 -0.296 -0.888
11 H 0.463 -0.532 1.671
12 H -0.493 -1.718 -0.707
13 H 0.741 0.890 -1.040
14 H 0.878 3.228 -0.741
15 N 0.688 -0.069 -1.352
16 O -1.525 -2.465 1.200

Atoms 1-6, force components in eV/Å:
H 0.2 0.4 -0.6
H -0.5 -0.2 0.3
C -0.9 1.8 -1.7
C 0.7 1.6 0.7
H -0.7 0.2 2.6
O -1.1 1.7 1.6

The net atomic charges from Löwdin, expressed in e, are:
1 H 0.082
2 H 0.135
3 C -0.135
4 C -0.263
5 H 0.225
6 O -0.060
7 H 0.134
8 H 0.134
9 C -0.108
10 H 0.159
11 H 0.123
12 H 0.137
13 H 0.036
14 H 0.127
15 N 0.168
16 O 0.107


(3)
DFT (ωB97M-V/def2-TZVPD) results for C5H8N2S in the gas phase.

The value obtained for the energy relative to the best compared isomer or geometry (same formula, charge and spin) is 16.9 kcal/mol. The spin multiplicity is 1. The SMILES is [H]/N=C1\NC=C(C)[C@H]1S.

Element x y z (Å)
1 H 2.838 0.104 1.251
2 C 0.659 -1.680 -0.352
3 C 1.151 -0.523 0.110
4 H 1.177 -2.560 -0.718
5 N -2.436 -0.102 0.298
6 H 2.789 0.791 -0.347
7 C -1.241 -0.520 0.192
8 H 0.034 0.506 1.661
9 H 3.268 -0.939 -0.099
10 C -0.018 0.326 0.526
11 C 2.573 -0.121 0.204
12 N -0.741 -1.736 -0.240
13 H -1.332 -2.356 -0.793
14 H -1.344 2.142 -0.076
15 S -0.053 1.944 -0.338
16 H -3.089 -0.808 0.038

Atoms 1-6, force components in eV/Å:
H -0.1 0.0 -0.2
C 0.2 0.2 0.2
C -0.3 -0.7 -0.7
H 0.1 0.2 0.1
N 0.9 0.4 0.2
H 0.0 0.0 -0.3

The net atomic charges from Löwdin, expressed in e, are:
1 H 0.085
2 C -0.064
3 C -0.346
4 H 0.125
5 N 0.124
6 H 0.067
7 C -0.466
8 H 0.145
9 H 0.092
10 C -0.543
11 C -0.069
12 N 0.061
13 H 0.150
14 H -0.149
15 S 0.755
16 H 0.033


(4)
DFT (ωB97M-V/def2-TZVPD) results for 6 unconnected molecules or ions with the total composition C22H33Br2F3NO20S5.

Its total charge is -1. The spin multiplicity is 1.

Element x y z (Å)
1 H -2.877 -2.058 -0.786
2 H -0.166 -3.600 -2.624
3 H -5.298 -2.176 -1.365
4 O 3.555 3.416 1.221
5 H -3.286 3.012 1.288
6 C -4.884 -3.075 -3.303
7 C -0.755 0.969 -4.428
8 O -8.271 -2.884 1.576
9 O -1.817 1.641 0.769
10 O -6.059 -3.506 2.442
11 H 8.387 7.561 6.398
12 O 5.497 3.104 2.624
13 Br -1.237 -0.430 -5.715
14 H 2.434 1.982 2.235
15 H -1.684 -3.406 -5.840
16 C -3.891 -3.514 -4.170
17 C -2.182 -2.884 -2.606
18 H -0.491 -3.723 -4.547
19 C -0.705 -2.726 -2.233
20 C -3.088 1.945 1.348
21 H 4.707 1.419 3.555
22 C 3.943 -2.308 -1.405
23 H -3.856 1.400 0.794
24 N -0.207 -1.521 -2.871
25 H -2.435 0.438 -3.220
26 O 6.870 4.459 3.900
27 C -3.195 -2.461 -1.739
28 O 0.081 0.556 1.882
29 H -1.646 -4.966 -5.026
30 H 9.950 5.694 6.454
31 H -5.933 -3.128 -3.586
32 C -9.099 -3.666 0.710
33 O 2.917 -0.960 1.666
34 H 0.250 0.194 -1.752
35 S 4.989 4.083 1.463
36 O 8.600 4.375 5.643
37 H -8.381 -5.619 1.316
38 O 4.780 5.382 2.002
39 O -6.948 -4.495 0.369
40 H -2.423 2.154 3.400
41 H -1.385 1.641 -2.512
42 H -0.584 -2.728 -1.131
43 O -1.542 -0.791 0.567
44 S -6.723 -3.168 1.238
45 S 8.161 4.959 4.205
46 H -8.602 -5.446 -0.441
47 Br 0.167 3.175 -6.144
48 O 8.043 6.502 4.648
49 H -9.248 -3.108 -0.217
50 H 3.812 1.371 1.300
51 O -6.249 -2.150 0.373
52 F -1.581 3.233 -4.113
53 H -10.062 -3.858 1.176
54 O 4.339 -1.965 -0.063
55 O 9.250 4.838 3.307
56 C 8.016 6.592 6.073
57 O 1.951 -2.237 -0.194
58 H 1.942 -2.416 -2.274
59 O 3.186 -3.419 1.555
60 C -2.536 -3.429 -3.860
61 H -4.178 -3.926 -5.137
62 H -3.952 1.260 3.225
63 C 4.378 2.364 3.132
64 H 6.983 6.468 6.405
65 C -0.637 -0.339 -2.186
66 C 8.889 5.447 6.542
67 C -1.381 0.694 -3.070
68 C -4.549 -2.544 -2.062
69 O 5.801 3.877 0.318
70 C -2.980 1.451 2.776
71 C -1.235 2.333 -5.048
72 H 4.065 -3.387 -1.527
73 C 3.463 2.176 1.945
74 O -2.231 0.238 2.686
75 F 0.597 1.037 -4.309
76 S -1.234 0.295 1.421
77 C -8.304 -4.932 0.470
78 F -2.294 2.189 -5.855
79 H 8.671 5.149 7.565
80 S 3.082 -2.155 0.913
81 H 4.564 -1.789 -2.130
82 C 2.489 -1.900 -1.491
83 H -1.289 -0.528 -1.315
84 H 2.384 -0.825 -1.640
85 H 3.904 2.967 3.912
86 C -1.512 -3.886 -4.874

Atoms 1-6, force components in eV/Å:
H -0.2 -0.1 0.1
H 0.1 0.0 0.2
H 0.3 -0.2 -0.5
O 0.2 0.3 0.3
H 0.2 0.0 -0.1
C -0.3 0.1 0.3

The net atomic charges from Löwdin, expressed in e, are:
1 H 0.081
2 H 0.084
3 H 0.055
4 O -0.182
5 H 0.133
6 C -0.122
7 C -0.794
8 O -0.191
9 O -0.183
10 O -0.209
11 H 0.133
12 O -0.242
13 Br 0.827
14 H 0.126
15 H 0.044
16 C -0.082
17 C -0.150
18 H 0.055
19 C -0.296
20 C -0.165
21 H 0.138
22 C -0.159
23 H 0.136
24 N -0.137
25 H 0.115
26 O -0.209
27 C -0.040
28 O -0.212
29 H 0.075
30 H 0.132
31 H 0.082
32 C -0.171
33 O -0.239
34 H 0.095
35 S 0.595
36 O -0.187
37 H 0.132
38 O -0.232
39 O -0.177
40 H 0.130
41 H 0.107
42 H 0.094
43 O -0.224
44 S 0.614
45 S 0.635
46 H 0.136
47 Br 0.754
48 O -0.181
49 H 0.134
50 H 0.119
51 O -0.225
52 F 0.029
53 H 0.132
54 O -0.199
55 O -0.205
56 C -0.173
57 O -0.182
58 H 0.110
59 O -0.232
60 C -0.243
61 H 0.101
62 H 0.132
63 C -0.152
64 H 0.134
65 C -0.336
66 C -0.174
67 C -0.175
68 C -0.100
69 O -0.220
70 C -0.173
71 C -0.913
72 H 0.129
73 C -0.157
74 O -0.184
75 F -0.050
76 S 0.618
77 C -0.167
78 F -0.025
79 H 0.132
80 S 0.587
81 H 0.133
82 C -0.162
83 H 0.058
84 H 0.128
85 H 0.133
86 C -0.082


Number 1: E_HOMO -7.88 eV, Kohn-Sham gap 8.61 eV. Number 2: E_HOMO -13.96 eV, Kohn-Sham gap 10.34 eV. Number 3: E_HOMO -8.19 eV, Kohn-Sham gap 9.00 eV. Number 4: E_HOMO -2.16 eV, Kohn-Sham gap 3.83 eV.